The following is a DFT calculation (wB97M-V/def2-TZVPD) of a 2-piece molecular cluster, C5H13NO overall at a distorted geometry.

The calculation puts the calculated total energy at -328.28386 Ha. As for the lowest unoccupied orbital energy: 0.975 eV. The relative energy (zero: lowest compared OMol25 entry of this formula, charge and spin) comes out at 0.952 eV. For the HOMO-LUMO gap, the calculation gives 9.194 eV. As for the maximum force: 1.252 eV/A.

Element x y z (Å)
C1 -1.15 -0.05 -1.27
C2 -0.65 1.07 -0.35
C3 -1.71 1.42 0.67
C4 -1.42 0.56 1.90
C5 0.09 0.31 1.84
N1 0.47 0.56 0.46
H1 -1.89 0.37 -1.97
H2 -0.34 -0.48 -1.86
H3 -1.64 -0.79 -0.63
H4 -0.37 1.95 -0.91
H5 -2.74 1.19 0.36
H6 -1.75 2.48 0.89
H7 -1.99 -0.37 1.92
H8 -1.66 1.02 2.85
H9 0.59 0.99 2.54
H10 0.41 -0.68 2.18
H11 1.36 1.04 0.35
O1 3.47 -3.12 -2.43
H12 3.50 -3.16 -3.40
H13 4.20 -2.52 -2.22

natural (NBO) atomic charge list, values in e, 4 entries: -0.6028, -0.0503, -0.4176, -0.4183